No. 1
# C14H19N4O9

2 unconnected molecules or ions with the total composition C14H19N4O9 (wB97M-V/def2-TZVPD, the OMol25 dataset).

Geometry (Å):
O 6.571 -0.883 -3.127
O -0.769 1.883 2.779
O -0.740 -0.566 -0.871
O -4.477 -0.554 2.637
O 5.062 -3.516 1.127
O -2.337 -0.559 -2.420
O 2.960 -4.031 0.844
O 6.415 1.233 -2.369
O 3.889 1.419 -0.594
C 5.999 -0.049 -2.444
C -1.857 1.672 2.263
C -1.930 -0.679 -1.245
C -4.521 0.001 1.543
C 4.897 -1.663 -0.961
C 3.772 -2.158 -0.154
C 2.547 -1.514 -0.264
C 4.840 -0.470 -1.658
N -5.682 0.374 0.988
N 3.422 1.214 -2.696
N -2.044 0.638 1.447
N 3.938 -3.298 0.659
C -3.000 2.629 2.537
C -6.993 0.191 1.608
C 2.341 -0.339 -1.185
C 3.630 0.410 -1.530
C -2.986 -0.956 -0.179
C -3.259 0.271 0.702
H 7.166 1.264 -2.976
H 4.040 0.997 0.266
H 5.801 -2.265 -1.033
H 1.677 -1.864 0.290
H -5.645 0.772 0.063
H 2.572 1.759 -2.570
H 4.221 1.837 -2.790
H -1.212 0.108 1.213
H -3.418 2.973 1.595
H -2.616 3.478 3.099
H -3.756 2.115 3.127
H -6.903 0.249 2.695
H -7.386 -0.792 1.343
H -7.680 0.964 1.265
H 1.875 -0.705 -2.104
H 1.635 0.361 -0.729
H -2.655 -1.786 0.450
H -3.915 -1.259 -0.667
H -3.487 1.095 0.026

Calculated values
* HOMO: -5.226 eV
* gap between HOMO and LUMO: 6.693 eV
* net charge: -1


No. 2
# C2HI2N3

A molecular structure, C2HI2N3 (wB97M-V/def2-TZVPD, the OMol25 dataset).

Geometry (Å):
C -0.262 -1.454 0.696
C 1.372 0.194 0.706
N -0.728 -2.492 0.897
N 2.855 -1.470 0.551
N 0.211 -0.269 0.266
I 2.164 2.064 0.210
I 4.525 -0.782 -0.032
H -0.392 0.434 -0.209

Calculated values
* relative energy (zero: lowest compared OMol25 entry of this formula, charge and spin): 5.408 eV
* HOMO (alpha / beta): -8.773 / -7.905 eV
* gap between HOMO and LUMO (alpha / beta): 7.464 / 6.960 eV


No. 3
# C4H7NO

A single C4H7NO molecule (wB97M-V/def2-TZVPD, the OMol25 dataset).

Geometry (Å):
C 0.696 -0.857 0.792
C -0.206 0.439 0.701
C -0.038 1.524 -0.322
N -1.142 0.575 -0.421
C -0.751 -0.584 -1.135
O 0.093 -0.642 -1.991
H 0.271 -1.473 1.588
H 1.676 -0.480 1.050
H 0.903 -1.576 -0.024
H -0.595 0.665 1.693
H -0.324 2.563 -0.128
H 0.747 1.403 -1.062
H -1.289 -1.451 -0.717

Calculated values
* SMILES: C[C@H]1CN1C=O
* relative energy (zero: lowest compared OMol25 entry of this formula, charge and spin): 2.628 eV
* HOMO: -10.021 eV
* gap between HOMO and LUMO: 11.072 eV


No. 4
# C4H6B4BeF16N2

A molecular structure, C4H6B4BeF16N2 (wB97M-V/def2-TZVPD, the OMol25 dataset).

Geometry (Å):
Be -0.037 0.210 -0.167
B -2.005 -0.807 2.557
F -1.833 -0.563 3.932
F -1.335 0.120 1.798
F -1.551 -2.015 2.209
F -3.359 -0.766 2.221
B 2.610 -0.541 1.103
F 3.535 0.212 1.718
F 1.437 -0.587 1.793
F 2.405 -0.105 -0.166
F 3.179 -1.782 1.020
B -1.283 -2.325 -0.947
F 0.070 -2.181 -0.738
F -1.521 -2.301 -2.317
F -1.828 -3.388 -0.337
F -1.991 -1.228 -0.461
B -1.520 2.283 -1.628
F -1.934 1.441 -2.638
F -0.140 2.218 -1.535
F -1.950 3.546 -1.790
F -1.975 1.720 -0.434
C 0.164 -1.376 -4.946
C 0.470 -0.611 -3.784
N 0.680 -0.030 -2.787
H 0.835 -1.206 -5.788
H -0.851 -1.092 -5.225
H 0.222 -2.398 -4.571
C 1.751 2.273 4.119
C 1.221 2.269 2.771
N 0.808 2.214 1.691
H 1.017 2.695 4.804
H 2.693 2.814 4.026
H 2.019 1.285 4.494

Calculated values
* relative energy (zero: lowest compared OMol25 entry of this formula, charge and spin): 0.000 eV
* HOMO: -5.256 eV
* gap between HOMO and LUMO: 9.677 eV
* net charge: -2


No. 5
# C6H12N2O

2 unconnected molecules or ions with the total composition C6H12N2O (wB97M-V/def2-TZVPD, the OMol25 dataset).

Geometry (Å):
C -0.684 -2.273 -0.122
C 0.181 -1.418 -0.992
C -0.379 -0.649 -2.054
N 1.628 -1.487 -0.771
N 1.433 -0.508 -0.069
H -0.227 -2.440 0.853
H -0.821 -3.245 -0.605
H -1.660 -1.810 0.029
H -0.885 0.309 -1.398
H 0.335 -0.185 -2.728
H -1.186 -1.149 -2.584
C -0.310 0.751 1.960
C -0.130 1.274 0.562
C 0.995 2.243 0.343
O -1.074 1.211 -0.270
H 0.596 0.247 2.298
H -1.146 0.057 2.012
H -0.490 1.585 2.643
H 1.947 1.830 0.683
H 0.798 3.155 0.920
H 1.077 2.502 -0.710

Calculated values
* SMILES: CC1(C)N=N1.CC(C)=O
* relative energy (zero: lowest compared OMol25 entry of this formula, charge and spin): 4.159 eV
* HOMO: -8.020 eV
* gap between HOMO and LUMO: 8.924 eV


No. 6
# C44H121N11O11

11 unconnected molecules or ions with the total composition C44H121N11O11 (wB97M-V/def2-TZVPD, the OMol25 dataset).

Geometry (Å):
C 9.255 -18.848 -2.904
O 8.064 -18.105 -2.886
C 7.570 -17.766 -4.166
C 6.146 -17.307 -4.013
C 5.193 -18.465 -3.739
N 5.701 -16.732 -5.291
H 9.132 -19.665 -3.625
H 9.577 -19.277 -1.959
H 10.078 -18.210 -3.257
H 8.285 -17.019 -4.556
H 7.698 -18.548 -4.929
H 5.971 -16.508 -3.295
H 5.408 -19.352 -4.342
H 4.135 -18.270 -3.889
H 5.424 -18.781 -2.716
H 4.739 -16.422 -5.297
H 6.265 -15.971 -5.647
C -1.218 -7.489 -12.083
O -0.733 -8.687 -11.527
C -0.537 -9.727 -12.468
C 0.828 -10.410 -12.184
C 0.943 -10.917 -10.771
N 1.879 -9.456 -12.549
H -1.587 -6.839 -11.290
H -2.053 -7.613 -12.780
H -0.421 -6.969 -12.625
H -1.323 -10.483 -12.366
H -0.513 -9.288 -13.469
H 0.830 -11.233 -12.906
H 1.877 -11.477 -10.684
H 0.063 -11.441 -10.390
H 1.056 -10.117 -10.030
H 2.767 -9.791 -12.192
H 1.634 -8.555 -12.157
C 5.936 -16.565 3.683
O 6.734 -15.619 2.995
C 7.057 -16.012 1.694
C 6.149 -15.427 0.588
C 6.312 -16.106 -0.756
N 6.407 -13.988 0.504
H 4.976 -16.694 3.185
H 5.735 -16.174 4.682
H 6.497 -17.480 3.882
H 8.064 -15.697 1.400
H 7.084 -17.110 1.622
H 5.116 -15.560 0.934
H 7.339 -16.061 -1.129
H 5.663 -15.656 -1.505
H 6.078 -17.169 -0.698
H 7.276 -13.857 -0.019
H 6.466 -13.594 1.435
C -2.460 -10.272 -3.913
O -1.330 -11.075 -4.185
C -0.163 -10.360 -4.550
C -0.327 -9.196 -5.533
C -0.855 -9.746 -6.861
N 0.934 -8.533 -5.811
H -2.825 -9.867 -4.862
H -2.352 -9.452 -3.197
H -3.271 -10.879 -3.507
H 0.428 -10.101 -3.660
H 0.473 -11.113 -5.035
H -1.037 -8.506 -5.055
H -0.073 -10.348 -7.324
H -1.288 -8.987 -7.512
H -1.661 -10.452 -6.636
H 1.409 -8.086 -5.036
H 0.720 -7.813 -6.492
C -0.853 -14.566 -0.970
O 0.180 -14.436 -0.028
C 1.118 -13.406 -0.317
C 2.504 -13.871 0.120
C 2.591 -13.865 1.652
N 3.592 -13.122 -0.505
H -1.561 -15.352 -0.721
H -0.357 -14.793 -1.926
H -1.449 -13.678 -1.223
H 1.139 -13.191 -1.390
H 0.792 -12.578 0.318
H 2.659 -14.922 -0.143
H 3.561 -14.171 2.059
H 1.894 -14.606 2.055
H 2.457 -12.873 2.092
H 4.470 -13.411 -0.059
H 3.598 -12.116 -0.365
C 4.992 -8.177 -11.021
O 4.688 -9.472 -10.582
C 4.148 -9.663 -9.305
C 4.942 -9.075 -8.123
C 6.408 -9.460 -7.971
N 4.268 -9.515 -6.895
H 4.303 -7.409 -10.653
H 4.800 -8.171 -12.100
H 6.025 -7.834 -10.933
H 3.131 -9.250 -9.204
H 3.987 -10.737 -9.185
H 4.918 -7.986 -8.230
H 6.603 -10.535 -7.981
H 6.846 -8.981 -7.100
H 6.921 -9.125 -8.883
H 3.332 -9.114 -6.903
H 4.194 -10.527 -6.862
C -3.544 -13.871 -5.030
O -2.947 -13.984 -6.287
C -3.225 -12.859 -7.083
C -2.635 -13.056 -8.475
C -1.150 -13.393 -8.462
N -2.985 -11.987 -9.421
H -4.642 -13.833 -5.040
H -3.237 -12.925 -4.560
H -3.300 -14.646 -4.304
H -4.307 -12.673 -7.152
H -2.849 -11.940 -6.608
H -3.170 -13.907 -8.906
H -0.592 -12.639 -7.903
H -0.789 -13.598 -9.465
H -1.090 -14.284 -7.833
H -3.996 -11.930 -9.453
H -2.632 -11.056 -9.231
C 3.221 -7.620 -3.350
O 2.138 -6.788 -3.750
C 2.114 -5.570 -3.084
C 0.778 -4.842 -3.411
C -0.480 -5.568 -2.841
N 0.553 -4.785 -4.852
H 2.908 -8.130 -2.433
H 4.156 -7.090 -3.159
H 3.387 -8.370 -4.124
H 2.236 -5.589 -1.992
H 2.893 -4.852 -3.384
H 0.738 -3.851 -2.960
H -1.350 -4.938 -3.013
H -0.426 -5.661 -1.751
H -0.562 -6.576 -3.244
H 1.290 -4.158 -5.206
H 0.944 -5.613 -5.308
C 2.300 -12.925 -7.278
O 3.562 -12.383 -6.965
C 4.172 -13.024 -5.865
C 3.564 -12.845 -4.466
C 3.869 -11.480 -3.827
N 3.868 -13.927 -3.538
H 2.286 -14.013 -7.131
H 2.062 -12.877 -8.343
H 1.504 -12.454 -6.701
H 4.204 -14.104 -6.047
H 5.197 -12.649 -5.833
H 2.476 -12.921 -4.583
H 4.950 -11.373 -3.710
H 3.382 -11.380 -2.854
H 3.468 -10.608 -4.352
H 3.639 -13.743 -2.567
H 4.851 -14.182 -3.556
C 9.625 -12.715 -0.444
O 8.802 -13.518 -1.249
C 9.194 -13.269 -2.621
C 8.441 -14.133 -3.623
C 8.756 -13.701 -5.023
N 6.999 -13.990 -3.356
H 9.425 -12.882 0.622
H 9.382 -11.650 -0.529
H 10.699 -12.912 -0.499
H 9.006 -12.202 -2.781
H 10.269 -13.464 -2.696
H 8.705 -15.183 -3.496
H 8.277 -14.325 -5.778
H 9.829 -13.807 -5.229
H 8.577 -12.650 -5.261
H 6.706 -13.015 -3.315
H 6.833 -14.263 -2.392
C 2.315 -18.946 -6.008
O 1.846 -17.786 -5.374
C 1.205 -18.131 -4.145
C 0.724 -16.834 -3.474
C 0.059 -15.846 -4.471
N 1.854 -16.177 -2.812
H 1.526 -19.530 -6.500
H 2.884 -19.625 -5.364
H 2.998 -18.657 -6.811
H 0.296 -18.684 -4.407
H 1.800 -18.730 -3.456
H -0.035 -17.091 -2.730
H 0.581 -15.813 -5.427
H 0.138 -14.822 -4.101
H -0.996 -16.119 -4.548
H 2.554 -15.965 -3.520
H 1.520 -15.273 -2.500

Calculated values
* SMILES: COC[C@H](C)N.COC[C@H](C)N.COC[C@H](C)N.COC[C@H](C)N.COC[C@H](C)N.COC[C@H](C)N.COC[C@H](C)N.COC[C@H](C)N.COC[C@H](C)N.COC[C@H](C)N.COC[C@H](C)N
* relative energy (zero: lowest compared OMol25 entry of this formula, charge and spin): 2.062 eV
* HOMO: -8.300 eV
* gap between HOMO and LUMO: 8.839 eV


Q: Which formula does entry 6 have?
A: C44H121N11O11